Record 1
200
Properties=species:S:1:pos:R:3:forces:R:3 method="wB97M-V/def2-TZVPD" gap_ev=1.45 multiplicity=1 total_charge=+4 lumo_ev=-11.08
N 11.615 -15.761 -2.522 0.7 0.3 -2.2
S 12.212 -14.322 -2.362 1.7 5.0 4.7
O 11.191 -13.283 -2.420 0.6 -1.2 0.2
O 13.498 -13.978 -2.914 -1.6 -1.1 0.1
F 12.548 -14.427 -0.687 -0.9 -0.1 -2.4
S 11.711 -15.810 -4.179 0.0 -5.1 -5.3
O 12.953 -16.350 -4.750 -1.9 2.1 2.3
O 10.907 -14.870 -4.934 1.0 0.0 1.9
F 10.819 -17.154 -4.333 -0.1 0.9 0.9
C 14.745 -19.857 -2.615 0.0 -0.5 0.2
C 14.619 -18.454 -2.114 3.8 2.8 -1.8
O 15.501 -17.580 -2.311 -4.2 -2.9 1.5
N 13.229 -17.972 -1.603 0.4 0.5 1.6
H 12.879 -17.215 -2.173 0.6 0.6 -0.6
H 12.478 -18.635 -1.727 -0.5 -1.7 0.2
C 13.098 -17.387 -0.152 1.5 -0.8 -1.1
H 15.701 -20.081 -3.089 0.2 0.9 0.1
H 14.022 -19.997 -3.419 -0.4 -0.1 -0.1
H 14.651 -20.672 -1.898 -0.7 0.3 0.3
H 13.310 -18.171 0.574 -0.5 -0.2 -0.2
H 12.119 -16.919 -0.047 0.3 -0.3 -0.1
H 13.907 -16.665 -0.040 -0.2 0.3 -0.2
C 16.429 -17.861 -5.834 0.2 -0.3 -0.6
C 15.732 -16.945 -6.790 0.3 1.6 -0.1
O 16.089 -15.834 -7.120 -1.2 -2.2 0.3
N 14.431 -17.591 -7.281 1.3 -0.4 -0.9
H 14.367 -18.453 -6.758 -0.3 -1.9 0.9
H 13.593 -17.101 -7.003 -0.3 1.0 -0.5
C 14.560 -18.067 -8.745 0.0 0.8 0.5
H 17.453 -17.534 -5.651 -0.3 0.2 0.3
H 16.483 -18.869 -6.245 -0.1 -0.1 -0.2
H 15.796 -17.994 -4.957 0.2 0.2 0.3
H 13.745 -18.716 -9.066 -0.1 0.3 0.6
H 15.456 -18.687 -8.762 0.0 0.3 -0.1
H 14.604 -17.151 -9.334 0.2 -0.3 -0.2
C 16.520 -14.621 -3.963 -0.8 0.7 -0.7
C 17.170 -13.282 -4.255 4.2 -0.8 -0.3
O 18.321 -13.187 -4.701 -4.1 0.4 1.2
N 16.445 -11.993 -3.895 0.2 -0.5 -1.5
H 16.050 -12.025 -2.966 -0.9 -0.8 1.3
H 17.094 -11.226 -3.797 0.9 -0.1 -0.1
C 15.519 -11.569 -5.047 1.2 -0.7 1.0
H 16.260 -14.793 -2.919 0.7 0.1 0.3
H 17.126 -15.382 -4.454 0.1 0.1 0.5
H 15.533 -14.696 -4.419 -0.2 0.3 -0.4
H 15.100 -12.451 -5.531 -0.6 0.1 0.4
H 16.218 -11.155 -5.774 -0.5 0.5 0.1
H 14.871 -10.880 -4.505 -0.4 -0.1 -1.0
C 8.710 -16.982 1.323 -0.3 -1.5 0.3
C 9.129 -16.096 0.225 0.4 2.3 1.0
O 9.311 -14.902 0.433 -0.3 -2.2 -1.8
N 9.387 -16.751 -1.158 -1.2 2.6 1.2
H 10.271 -16.346 -1.431 0.9 0.6 -0.8
H 9.628 -17.728 -1.067 0.2 -2.7 0.2
C 8.361 -16.472 -2.241 -0.2 -0.7 1.1
H 8.850 -16.652 2.352 0.6 0.7 -0.4
H 9.187 -17.957 1.222 -0.2 -0.3 -0.1
H 7.628 -17.117 1.323 -0.2 -0.4 -0.6
H 8.487 -17.205 -3.038 0.4 0.3 -0.1
H 8.376 -15.422 -2.533 0.4 -0.3 0.0
H 7.405 -16.721 -1.781 -0.2 0.1 -0.1
C 8.184 -15.075 -6.770 -2.0 0.6 0.5
C 7.040 -14.841 -7.771 2.2 1.6 -1.2
O 6.927 -13.824 -8.423 -0.9 -2.3 1.2
N 6.155 -16.073 -7.949 0.5 1.0 -0.6
H 6.537 -16.751 -7.306 0.1 -1.3 1.0
H 5.223 -15.832 -7.644 -0.5 -0.1 0.1
C 6.092 -16.670 -9.341 0.6 0.1 0.3
H 8.523 -14.106 -6.406 0.5 0.0 -0.7
H 8.957 -15.767 -7.103 0.2 -0.1 -0.2
H 7.685 -15.480 -5.889 0.2 -0.8 0.2
H 7.123 -16.838 -9.651 0.0 0.4 -0.2
H 5.529 -15.957 -9.943 0.2 -0.5 -0.2
H 5.684 -17.677 -9.257 -0.5 0.3 0.0
C 10.677 -20.026 -4.977 0.2 -0.1 0.0
C 9.979 -21.055 -5.807 1.4 -0.6 0.3
O 10.371 -22.194 -5.843 -1.8 1.6 -0.8
N 8.802 -20.516 -6.616 0.1 -3.9 0.3
H 8.017 -20.461 -5.982 -0.7 0.4 1.4
H 8.915 -19.576 -6.967 1.0 0.9 -0.8
C 8.294 -21.509 -7.699 1.3 2.8 -0.2
H 11.501 -20.558 -4.499 0.0 0.1 0.1
H 10.039 -19.582 -4.213 -0.2 0.0 -0.1
H 11.101 -19.254 -5.618 -0.2 0.0 -0.1
H 8.915 -21.126 -8.510 -0.3 -0.8 -0.6
H 7.279 -21.135 -7.836 -0.1 -0.9 -0.2
H 8.499 -22.561 -7.504 -0.3 0.4 0.4
C 10.789 -15.672 4.297 0.4 1.4 -0.8
C 11.539 -14.908 3.159 0.5 -3.1 0.1
O 11.920 -15.432 2.150 -0.5 1.9 1.4
N 11.887 -13.424 3.468 -0.8 -0.5 -0.8
H 10.989 -12.961 3.469 -0.9 0.2 -0.8
H 12.051 -13.195 4.438 1.4 -0.6 0.8
C 12.730 -12.702 2.442 -0.6 0.1 -0.4
H 10.466 -16.673 4.010 0.3 0.2 -0.3
H 9.916 -15.081 4.573 0.0 0.0 0.4
H 11.476 -15.762 5.138 -0.1 0.1 0.2
H 13.796 -12.930 2.462 0.0 0.2 0.5
H 12.429 -11.667 2.602 0.8 0.1 -0.2
H 12.373 -13.010 1.459 -0.1 -0.1 0.0
C 9.992 -12.179 -9.051 -0.3 1.5 1.0
C 10.733 -10.858 -8.816 -2.0 2.1 0.5
O 10.165 -9.767 -8.550 2.9 -4.2 -0.9
N 12.233 -10.941 -8.895 -0.4 2.7 -2.0
H 12.611 -10.070 -8.549 -0.1 0.4 0.5
H 12.669 -11.680 -8.363 0.6 -2.2 0.6
C 12.722 -10.943 -10.398 -0.5 -0.7 0.6
H 10.095 -12.667 -10.020 0.3 0.3 0.0
H 8.979 -11.845 -8.826 -0.3 -0.4 -0.5
H 10.242 -12.891 -8.264 0.5 -0.1 -0.1
H 12.585 -11.995 -10.651 0.4 0.1 -0.5
H 13.742 -10.568 -10.472 0.1 -0.5 0.5
H 12.144 -10.249 -11.008 -0.5 -0.2 0.4
C 5.336 -12.414 -0.081 -1.2 -0.8 0.2
C 5.836 -13.579 -0.906 3.6 1.7 -2.7
O 6.979 -13.617 -1.406 -4.2 -0.6 1.9
N 4.811 -14.584 -1.471 1.6 0.5 0.5
H 4.039 -14.081 -1.885 -1.1 0.2 0.7
H 5.232 -14.955 -2.311 0.8 -0.6 -0.1
C 4.502 -15.734 -0.466 0.7 1.3 -1.0
H 5.819 -12.355 0.894 0.2 0.0 -0.1
H 4.258 -12.460 0.073 -0.1 -0.4 0.3
H 5.441 -11.457 -0.594 0.7 -0.2 -0.2
H 4.371 -16.562 -1.164 -0.9 -0.4 0.8
H 3.741 -15.294 0.179 -0.3 -1.0 -0.1
H 5.436 -15.877 0.077 -0.1 -0.1 0.1
C 9.602 -11.349 0.329 0.8 0.2 2.1
C 8.740 -10.214 -0.062 -0.8 -2.3 -1.0
O 7.556 -10.214 0.202 2.0 1.6 -1.1
N 9.389 -9.223 -1.071 -2.0 1.4 2.4
H 10.193 -9.513 -1.609 1.9 -1.3 0.2
H 8.638 -9.076 -1.730 -0.3 0.6 -0.2
C 9.679 -7.833 -0.366 -0.7 -0.6 -1.2
H 10.627 -11.057 0.559 0.2 0.0 -0.6
H 9.615 -12.260 -0.270 -0.1 0.4 -0.7
H 9.172 -11.661 1.280 -0.1 -0.2 0.1
H 9.718 -7.186 -1.242 0.2 0.4 0.5
H 10.604 -7.797 0.211 -0.1 -0.6 -0.3
H 8.810 -7.605 0.251 0.1 0.0 -0.1
C 8.701 -12.426 -3.785 -0.8 -0.3 0.3
C 7.825 -11.666 -4.762 3.0 0.4 -4.3
O 8.226 -11.316 -5.880 -2.3 -0.9 4.3
N 6.328 -11.358 -4.426 0.3 0.9 -1.8
H 5.872 -12.209 -4.129 -0.2 -0.3 0.0
H 6.300 -10.707 -3.655 0.0 0.2 0.5
C 5.575 -10.644 -5.607 -0.5 -0.1 0.6
H 8.289 -13.393 -3.499 -0.6 0.0 -0.1
H 8.842 -11.927 -2.825 0.1 0.3 -0.1
H 9.669 -12.726 -4.186 0.1 0.6 -0.4
H 6.030 -9.670 -5.787 0.4 -0.4 -0.1
H 4.555 -10.448 -5.275 0.1 -0.1 0.4
H 5.473 -11.263 -6.498 0.7 -0.1 0.2
C 16.013 -6.373 -4.897 -1.8 0.0 0.6
C 15.383 -7.747 -4.873 3.8 -3.3 -1.4
O 15.966 -8.695 -5.394 -2.4 2.2 1.1
N 14.240 -8.097 -3.922 -0.8 2.0 -2.1
H 14.420 -8.867 -3.293 0.3 -1.8 0.6
H 14.239 -7.303 -3.298 -0.8 0.5 0.3
C 12.856 -8.357 -4.619 1.0 0.0 1.3
H 15.274 -5.643 -5.226 0.1 0.2 -0.2
H 16.925 -6.335 -5.493 -0.3 -0.3 0.1
H 16.174 -6.132 -3.846 0.5 0.2 0.1
H 12.412 -7.415 -4.942 0.3 -0.2 -0.2
H 12.260 -8.815 -3.830 0.0 0.0 0.0
H 12.995 -9.113 -5.391 0.2 0.4 -0.1
O 14.799 -22.176 -5.818 0.4 -0.3 1.4
C 14.498 -21.081 -6.517 -1.5 0.4 -2.6
O 14.499 -21.145 -7.747 1.0 -0.7 -1.3
O 14.075 -20.058 -5.950 0.0 1.9 2.8
H 15.023 -22.837 -6.477 0.1 -0.2 -0.2
O 10.974 -19.454 -9.347 0.1 -1.8 -0.6
C 10.704 -18.294 -8.807 0.0 1.7 0.3
O 11.380 -17.356 -9.260 1.0 1.6 -0.1
O 9.839 -18.215 -7.950 -2.7 0.0 2.5
H 11.615 -19.022 -9.917 1.0 -1.3 -1.4
O 9.976 -21.117 -0.176 -2.1 -1.2 1.4
C 10.786 -20.430 -0.897 3.0 1.0 -1.8
O 10.524 -19.236 -1.171 -1.5 3.5 0.0
O 11.832 -20.953 -1.279 0.8 -0.5 -0.2
H 10.439 -21.956 -0.235 -0.3 -1.0 0.6
O 12.467 -15.379 -7.374 0.4 0.3 -0.1
C 12.850 -14.303 -8.109 0.6 1.8 -1.4
O 12.631 -14.236 -9.330 -1.0 -0.9 -0.3
O 13.417 -13.356 -7.525 0.1 1.5 2.1
H 12.149 -15.951 -8.076 -1.0 -1.3 -0.7
O 15.874 -14.444 -0.297 -0.2 -1.9 -1.1
C 16.365 -13.231 -0.074 -0.3 3.4 2.6
O 16.417 -12.367 -0.949 -0.4 0.6 -3.5
O 16.578 -12.944 1.119 0.2 -1.0 1.0
H 16.094 -14.796 0.568 -0.2 -0.9 0.4
O 13.353 -11.439 -0.458 -0.6 0.4 -1.2
C 13.051 -10.657 -1.514 -1.3 1.8 0.0
O 13.996 -10.242 -2.201 1.7 0.0 -1.1
O 11.891 -10.263 -1.695 -2.8 0.3 0.3
H 14.237 -11.463 -0.833 2.6 -1.6 1.5
O 5.609 -18.268 -3.997 -0.1 1.4 0.9
C 6.450 -18.789 -4.901 2.4 -5.5 -1.5
O 6.944 -19.924 -4.721 -0.9 0.5 1.7
O 6.695 -18.212 -5.964 -0.5 3.7 -1.6
H 5.721 -17.376 -4.332 -0.9 0.8 0.2

Record 2
64
Properties=species:S:1:pos:R:3:forces:R:3 method="wB97M-V/def2-TZVPD" gap_ev="5.24 / 5.23" multiplicity=1 total_charge=+3 lumo_ev="-10.93 / -10.93" e_above_lowest_kcal_mol=33.7
Tc 0.936 -0.280 -0.510 0.2 -0.5 -0.8
C 3.460 0.214 1.057 0.0 0.1 0.0
N 2.437 0.961 0.258 -0.1 0.1 0.0
C 1.694 1.878 1.160 0.0 0.0 -0.1
C 0.897 0.984 2.114 0.0 -0.1 0.0
N 0.502 -0.205 1.341 -0.3 0.3 0.0
C -0.343 -1.191 1.870 0.1 0.0 0.0
C -0.883 -2.112 0.985 0.1 0.1 -0.1
F -0.505 -1.993 -0.349 0.0 -0.1 0.1
C -1.760 -3.111 1.319 0.0 0.0 0.0
F -2.233 -3.920 0.377 0.0 -0.1 -0.1
C -2.139 -3.235 2.646 -0.1 -0.1 0.0
F -2.975 -4.182 3.013 0.0 0.0 0.0
C -1.620 -2.348 3.577 0.0 0.1 0.1
F -1.972 -2.452 4.840 0.0 0.0 0.0
C -0.735 -1.347 3.196 0.0 0.0 0.0
F -0.274 -0.524 4.135 0.0 0.0 0.0
C 3.098 1.511 -0.947 0.0 0.0 0.0
C 3.424 0.307 -1.850 0.0 -0.1 0.0
N 2.456 -0.781 -1.557 0.0 0.2 0.1
C 2.776 -2.077 -1.981 0.0 0.0 0.1
C 2.447 -3.156 -1.151 0.0 0.2 0.0
F 1.932 -2.891 0.062 -0.1 0.0 0.1
C 2.695 -4.460 -1.505 0.0 -0.1 0.1
F 2.390 -5.445 -0.682 0.0 0.0 0.0
C 3.279 -4.725 -2.738 0.0 0.0 0.0
F 3.501 -5.961 -3.099 0.0 -0.1 0.0
C 3.624 -3.679 -3.587 0.0 -0.1 -0.1
F 4.159 -3.932 -4.761 0.0 0.0 0.0
C 3.385 -2.374 -3.204 0.0 0.1 0.0
F 3.676 -1.394 -4.051 0.0 0.0 0.0
H 4.154 0.938 1.487 0.0 0.0 0.0
H 4.012 -0.472 0.423 0.0 0.0 0.0
H 2.987 -0.358 1.847 0.0 0.0 0.0
H 1.024 2.472 0.538 0.0 0.0 0.0
H 2.379 2.535 1.699 0.0 0.0 0.0
H 0.006 1.510 2.456 0.0 0.0 0.0
H 1.479 0.719 2.996 0.0 0.0 0.0
H 4.008 2.055 -0.686 0.0 0.0 0.0
H 2.409 2.199 -1.430 0.0 0.0 0.0
H 4.442 -0.059 -1.714 0.0 0.0 0.0
H 3.324 0.599 -2.896 0.0 0.0 0.0
S -1.722 0.828 -2.891 -0.1 0.0 0.0
Sb -2.290 -2.741 -3.011 0.0 0.0 0.0
S -2.845 -0.507 -1.863 0.0 0.0 0.0
S 0.211 0.680 -2.398 0.1 -0.2 0.5
S -0.312 -2.309 -3.821 0.0 0.0 0.0
N -5.266 1.705 -0.273 0.1 0.0 0.2
C -4.364 1.873 0.927 -0.1 0.0 -0.1
P -2.791 2.632 0.272 -0.1 -0.1 0.0
O -3.297 3.370 -0.941 0.0 0.1 0.0
O -1.723 1.601 0.240 0.1 0.3 0.2
C -2.326 4.032 1.414 -0.1 0.1 -0.1
N -2.763 5.320 0.746 0.1 -0.2 0.0
H -5.128 2.532 -0.876 0.0 0.0 0.0
H -6.248 1.590 -0.024 -0.1 0.0 0.0
H -4.979 0.899 -0.833 0.0 -0.1 0.0
H -4.212 0.904 1.396 0.0 0.0 0.0
H -4.875 2.533 1.627 0.0 0.0 0.0
H -1.243 4.044 1.507 0.0 0.0 0.0
H -2.752 3.978 2.414 0.0 0.0 0.0
H -3.558 5.757 1.209 -0.1 0.0 0.0
H -3.047 5.044 -0.222 0.0 0.0 0.0
H -2.021 6.017 0.704 0.0 0.0 0.0

Record 3
38
Properties=species:S:1:pos:R:3:forces:R:3 method="wB97M-V/def2-TZVPD" gap_ev=2.54 multiplicity=1 total_charge=-1 lumo_ev=0.13 e_above_lowest_kcal_mol=149.1
Ba -0.581 -0.489 -1.200 -0.9 -0.4 0.0
F -2.419 -1.066 -4.317 0.9 0.3 1.3
C -0.441 -2.742 4.864 1.6 1.1 -5.3
C -0.829 -2.309 3.557 -2.0 -1.0 2.2
C -2.398 -1.923 3.426 0.3 0.0 3.6
O -2.778 -1.364 2.419 -0.5 0.8 -2.9
C -3.258 -2.054 4.617 2.0 0.3 -3.7
C -2.732 -2.441 5.814 -3.0 -0.8 3.5
C -1.257 -2.802 5.916 0.9 -1.0 5.8
O -0.678 -3.144 7.037 -2.4 0.7 -1.9
O -3.556 -2.522 6.822 2.6 0.0 -1.5
O -0.113 -2.303 2.554 0.9 0.6 -1.6
H 0.610 -2.965 4.971 0.1 -0.2 0.2
H -4.295 -1.773 4.508 0.0 0.0 0.1
C 1.154 2.617 -5.152 -0.1 0.1 -0.4
O 1.181 2.388 -3.748 -0.3 -0.1 0.1
H 0.305 2.105 -5.605 0.0 -0.3 0.4
H 1.006 3.665 -5.415 0.2 0.2 0.2
H 2.066 2.259 -5.630 0.1 0.0 0.0
H 1.694 3.081 -3.324 0.1 0.0 -0.1
C -3.188 3.734 -2.248 0.1 0.7 -0.3
O -2.584 3.069 -1.138 -0.2 -0.1 -0.3
H -3.622 3.055 -2.982 0.3 -0.3 0.3
H -3.966 4.437 -1.950 -0.3 -0.2 0.3
H -2.430 4.364 -2.714 0.1 -0.1 -0.5
H -2.191 3.796 -0.648 0.1 -0.2 0.4
C 3.264 1.381 1.388 0.0 0.1 1.0
O 2.027 1.756 0.834 -0.9 -0.1 -1.4
H 4.108 1.955 1.004 0.0 0.0 -0.2
H 3.148 1.561 2.457 0.6 -0.3 0.2
H 3.426 0.319 1.206 -0.1 0.1 0.0
H 1.864 2.693 0.970 0.1 0.0 0.2
C 2.813 -3.384 -3.015 0.2 -1.5 -0.3
O 2.818 -2.020 -2.729 -0.7 1.2 0.4
H 1.890 -3.785 -3.435 -0.4 0.7 -0.2
H 3.577 -3.658 -3.742 0.2 0.0 0.2
H 2.927 -3.964 -2.099 0.4 0.1 0.1
H 3.436 -1.525 -3.272 -0.1 -0.3 -0.1

Record 4
12
Properties=species:S:1:pos:R:3:forces:R:3 method="wB97M-V/def2-TZVPD" gap_ev=9.33 multiplicity=1 total_charge=+1 lumo_ev=-6.46 e_above_lowest_kcal_mol=73.0
H 2.011 1.270 1.312 2.7 0.8 -1.9
N 1.192 0.951 1.699 -2.9 -1.0 2.3
N 0.440 0.305 0.999 -0.6 -0.4 -0.5
C -0.907 -0.144 1.500 0.2 0.6 0.9
N -1.653 -0.493 0.562 -1.9 0.5 4.0
C -1.111 -0.412 -0.647 3.1 -1.2 -6.5
C 0.461 -0.062 -0.437 -2.5 4.0 -0.4
H -1.104 0.008 2.581 0.2 -0.4 -0.9
H -1.664 0.174 -1.525 1.0 -0.7 2.4
H -1.079 -1.456 -1.098 -0.4 1.0 0.4
H 1.109 -0.812 -0.659 1.7 -2.6 -0.1
H 0.851 0.832 -0.980 -0.6 -0.5 0.3

Record 5
15
Properties=species:S:1:pos:R:3:forces:R:3 method="wB97M-V/def2-TZVPD" gap_ev=8.57 multiplicity=1 lumo_ev=-0.07 e_above_lowest_kcal_mol=123.3
H 0.443 2.534 0.745 0.0 -0.3 -0.2
N 0.003 2.232 -0.163 0.3 -0.2 0.3
N 0.406 1.135 -0.547 0.0 1.7 -0.9
C 1.383 0.374 0.202 0.2 -0.6 -0.7
C 1.152 -1.043 -0.292 1.4 -1.0 -0.4
C -0.170 -1.723 -0.122 -1.9 1.7 -0.1
C -1.261 -0.932 -0.102 2.7 -3.0 0.1
C -2.287 -0.243 0.023 -2.5 2.0 0.5
N -3.301 0.466 0.189 0.6 -1.3 0.0
H 1.274 0.600 1.223 -0.5 -0.2 1.8
H 2.452 0.616 0.030 -0.7 0.3 -0.7
H 1.998 -1.672 -0.025 0.0 -0.3 0.4
H 1.275 -0.945 -1.385 0.0 0.0 0.1
H -0.305 -2.816 -0.178 0.4 0.6 0.0
H -3.062 1.420 0.402 0.1 0.7 -0.2

Record 6
17
Properties=species:S:1:pos:R:3:forces:R:3 method="wB97M-V/def2-TZVPD" gap_ev="7.85 / 7.81" multiplicity=1 total_charge=+1 lumo_ev="-4.47 / -4.49" e_above_lowest_kcal_mol=138.6
C 3.055 0.309 -0.716 -2.7 -1.0 -0.1
C 0.519 -0.785 -0.490 3.1 2.0 0.0
C -0.571 0.127 -0.014 -1.5 -4.3 -2.2
C -1.971 -0.379 -0.491 -0.3 0.8 2.3
C -0.278 1.441 0.523 2.3 -0.5 -0.3
N -0.051 -0.985 0.818 2.0 1.1 4.0
O 3.727 -0.124 0.069 1.1 -0.1 0.7
H 2.846 0.912 -1.585 0.1 0.3 -0.3
H 0.461 -1.708 -1.021 -0.6 0.0 -1.0
H -2.681 0.400 -0.185 -0.3 -0.5 0.2
H -2.139 -1.347 0.087 -0.5 1.4 -1.1
H -2.176 -0.514 -1.529 0.6 -0.2 -0.8
H -0.771 1.623 1.432 -0.6 0.3 1.3
H -0.610 2.128 -0.191 -0.2 1.5 -1.0
H 0.849 1.433 0.628 -1.2 0.7 0.1
H -0.632 -1.775 0.904 -0.8 -1.0 0.4
H 0.423 -0.754 1.762 -0.6 -0.4 -2.1

What did the third record say?
38
Properties=species:S:1:pos:R:3:forces:R:3 method="wB97M-V/def2-TZVPD" gap_ev=2.54 multiplicity=1 total_charge=-1 lumo_ev=0.13 e_above_lowest_kcal_mol=149.1
Ba -0.581 -0.489 -1.200 -0.9 -0.4 0.0
F -2.419 -1.066 -4.317 0.9 0.3 1.3
C -0.441 -2.742 4.864 1.6 1.1 -5.3
C -0.829 -2.309 3.557 -2.0 -1.0 2.2
C -2.398 -1.923 3.426 0.3 0.0 3.6
O -2.778 -1.364 2.419 -0.5 0.8 -2.9
C -3.258 -2.054 4.617 2.0 0.3 -3.7
C -2.732 -2.441 5.814 -3.0 -0.8 3.5
C -1.257 -2.802 5.916 0.9 -1.0 5.8
O -0.678 -3.144 7.037 -2.4 0.7 -1.9
O -3.556 -2.522 6.822 2.6 0.0 -1.5
O -0.113 -2.303 2.554 0.9 0.6 -1.6
H 0.610 -2.965 4.971 0.1 -0.2 0.2
H -4.295 -1.773 4.508 0.0 0.0 0.1
C 1.154 2.617 -5.152 -0.1 0.1 -0.4
O 1.181 2.388 -3.748 -0.3 -0.1 0.1
H 0.305 2.105 -5.605 0.0 -0.3 0.4
H 1.006 3.665 -5.415 0.2 0.2 0.2
H 2.066 2.259 -5.630 0.1 0.0 0.0
H 1.694 3.081 -3.324 0.1 0.0 -0.1
C -3.188 3.734 -2.248 0.1 0.7 -0.3
O -2.584 3.069 -1.138 -0.2 -0.1 -0.3
H -3.622 3.055 -2.982 0.3 -0.3 0.3
H -3.966 4.437 -1.950 -0.3 -0.2 0.3
H -2.430 4.364 -2.714 0.1 -0.1 -0.5
H -2.191 3.796 -0.648 0.1 -0.2 0.4
C 3.264 1.381 1.388 0.0 0.1 1.0
O 2.027 1.756 0.834 -0.9 -0.1 -1.4
H 4.108 1.955 1.004 0.0 0.0 -0.2
H 3.148 1.561 2.457 0.6 -0.3 0.2
H 3.426 0.319 1.206 -0.1 0.1 0.0
H 1.864 2.693 0.970 0.1 0.0 0.2
C 2.813 -3.384 -3.015 0.2 -1.5 -0.3
O 2.818 -2.020 -2.729 -0.7 1.2 0.4
H 1.890 -3.785 -3.435 -0.4 0.7 -0.2
H 3.577 -3.658 -3.742 0.2 0.0 0.2
H 2.927 -3.964 -2.099 0.4 0.1 0.1
H 3.436 -1.525 -3.272 -0.1 -0.3 -0.1